Entry 1:
Formula: C19H40ClF3N4O3PS
Source: the OMol25 dataset
Level of theory: ωB97M-V with the def2-TZVPD basis set

```
72
Properties=species:S:1:pos:R:3:forces:R:3
C 0.690475 -1.854748 0.421386 0.24 0.13 -0.13
C -0.421285 -1.779113 -0.314885 0.19 -0.47 0.45
N -0.297387 -1.334537 -1.687276 -0.77 1.30 -0.32
C -0.841243 -0.094239 -1.911934 0.25 -0.26 -0.29
N -2.051710 0.214214 -1.366972 0.74 0.96 0.01
C -2.198309 1.302259 -0.402372 -0.48 0.66 0.79
C -1.960089 0.884579 1.060173 0.02 0.10 -0.42
C -0.525062 1.161387 1.513336 -0.34 -0.27 0.22
F 0.340426 1.284611 0.406660 -0.02 -0.15 -0.06
C -3.252483 -0.358111 -1.966664 -0.65 -1.18 0.44
F -4.093471 0.646565 -2.374122 0.25 0.27 -0.02
C -4.021647 -1.265648 -1.029125 -0.29 -0.11 0.23
C -5.151014 -2.013715 -1.737850 0.20 -0.18 0.18
N -0.112983 0.730790 -2.689917 -0.16 0.20 0.42
C 1.240233 0.385112 -3.184724 0.85 0.45 0.00
C 2.349505 1.322077 -2.654598 0.27 -0.42 0.00
C 3.249775 1.867801 -3.771510 -0.45 -0.05 -0.23
Cl 4.966630 1.519982 -3.473924 0.07 0.17 0.08
S -0.648143 2.268513 -3.205899 -0.12 -0.39 -1.42
O -2.046066 2.268114 -3.335494 -0.20 0.11 0.72
O 0.173965 2.599971 -4.300901 0.40 0.11 0.19
F -0.198886 3.144695 -2.017353 -0.17 -0.06 0.10
P -0.834405 -2.672947 -2.791125 -0.93 -1.21 0.00
C -0.633682 -2.037980 -4.485497 0.51 0.53 0.03
C 0.496247 -3.914876 -2.594971 0.81 1.15 0.26
C 1.918432 -3.363113 -2.792661 0.02 -0.22 0.01
H 1.438939 -1.068450 0.388603 0.64 -0.61 -1.02
H 0.902517 -2.714341 1.047135 -0.72 0.61 1.14
H -1.381945 -2.050819 0.109218 -0.04 -1.05 -0.71
H -3.196865 1.725654 -0.473854 -0.10 -0.25 -0.34
H -1.535347 2.134747 -0.599982 0.06 -0.06 -0.32
H -2.629290 1.481531 1.679604 -0.01 -0.04 0.08
H -2.258285 -0.154906 1.190553 0.13 -0.05 0.06
H -0.155185 0.341499 2.124900 0.17 0.11 0.09
H -0.480003 2.093483 2.070197 0.24 0.03 -0.02
H -3.008539 -0.943661 -2.856479 0.40 0.16 -0.02
H -4.419059 -0.699132 -0.183157 0.08 0.22 -0.08
H -3.334226 -2.004282 -0.613113 0.08 0.05 -0.04
H -5.836888 -2.424361 -0.999561 -0.07 0.03 -0.02
H -4.733593 -2.864400 -2.278124 -0.08 0.07 -0.21
H -5.714920 -1.381205 -2.418969 0.00 0.05 0.00
H 1.210321 0.418674 -4.270007 -0.17 0.09 -0.02
H 1.495102 -0.627036 -2.904517 -0.45 -0.07 0.19
H 1.950710 2.113104 -2.025157 -0.01 0.09 -0.07
H 2.986743 0.721641 -2.006568 -0.07 0.04 0.15
H 3.103139 2.932943 -3.921084 0.23 0.07 0.11
H 3.016843 1.390859 -4.721000 -0.01 -0.03 -0.01
H -1.387305 -1.284174 -4.715958 -0.07 -0.02 0.03
H 0.346027 -1.624562 -4.719647 0.02 -0.06 -0.04
H -0.798845 -2.879887 -5.158802 -0.11 -0.12 0.12
H 0.282196 -4.748344 -3.261881 -0.22 0.00 0.00
H 0.408483 -4.239655 -1.558029 -0.17 -0.38 -0.10
H 2.282620 -2.907908 -1.871687 -0.03 0.06 0.01
H 1.975416 -2.610864 -3.578604 0.03 -0.09 -0.12
H 2.611537 -4.161871 -3.050854 0.03 0.00 -0.01
C 2.972911 1.548289 7.046857 0.13 0.05 0.00
C 2.578752 0.645946 5.882245 -0.16 0.09 0.24
C 1.925419 1.396597 4.714044 0.10 -0.14 -0.18
O 0.577284 1.775281 4.926141 0.05 0.10 -0.08
C 0.400587 2.971466 5.668757 -0.18 -0.06 0.01
N 1.733514 -0.437473 6.390536 -0.07 0.01 -0.27
H 2.110502 1.839066 7.646185 -0.03 -0.01 -0.03
H 3.661409 1.024198 7.707777 -0.04 -0.04 0.01
H 3.468882 2.455092 6.695558 -0.01 0.01 0.00
H 3.496215 0.195137 5.491904 -0.02 0.01 -0.08
H 1.903700 0.721612 3.851655 -0.05 -0.01 0.01
H 2.523507 2.269499 4.420729 0.01 0.02 0.09
H 1.191772 3.695489 5.456466 0.03 -0.02 0.02
H 0.363098 2.773664 6.741286 0.09 0.06 0.02
H -0.556872 3.401540 5.375808 0.01 -0.01 -0.04
H 1.551823 -1.104148 5.645684 0.10 -0.08 0.06
H 0.819375 -0.047176 6.603415 0.03 0.01 0.13
```
Positions in Å, forces in eV/Å.

Strongest force on any atom, eV/A: 1.54
HOMO, Eh: -0.4083
M, g mol⁻¹: 528.04
LUMO level, eV: -4.1
Charge: +1


Entry 2:
Formula: HINO
Source: the OMol25 dataset
Level of theory: ωB97M-V with the def2-TZVPD basis set

```
4
Properties=species:S:1:pos:R:3:forces:R:3
N -0.174476 -0.571258 -0.496921 -0.50 0.40 -2.43
O -1.357589 -0.698779 -0.600442 -0.23 -0.04 0.13
I 0.651979 -0.688364 1.583404 0.82 -0.19 2.33
H 0.880087 1.958400 -0.486040 -0.09 -0.18 -0.04
```
Positions in Å, forces in eV/Å.

Strongest force on any atom, eV/A: 2.51
Energy above the lowest of the compared OMol25 structures with the same formula, charge and spin, eV: 3.0537
HOMO (alpha / beta), Eh: -0.1154 / -0.0873
M, g mol⁻¹: 157.92
LUMO level (alpha / beta), eV: 3.9 / 3.2
Charge: -1


Entry 3:
Formula: CH3NO2S
Source: the OMol25 dataset
Level of theory: ωB97M-V with the def2-TZVPD basis set

```
8
Properties=species:S:1:pos:R:3:forces:R:3
C 0.088281 0.183010 1.401973 -0.42 -0.28 -0.63
N -0.138143 -0.235754 -1.987383 1.02 -0.58 1.64
O -1.121675 0.311955 -1.643516 -1.07 0.60 -0.61
O 0.409183 -0.535781 -2.978138 -0.15 0.09 -1.37
S 1.145317 -0.917294 0.467379 0.38 -0.09 0.44
H 0.659226 1.050898 1.724781 0.08 0.01 0.10
H -0.308644 -0.348671 2.262671 0.10 0.07 0.20
H -0.733545 0.491637 0.752234 0.06 0.18 0.24
```
Positions in Å, forces in eV/Å.

Strongest force on any atom, eV/A: 2.01
Energy above the lowest of the compared OMol25 structures with the same formula, charge and spin, eV: 1.5446
Multiplicity: 3
HOMO (alpha / beta), Eh: -0.3240 / -0.3336
M, g mol⁻¹: 93.11
LUMO level (alpha / beta), eV: 0.7 / -2.2
<S²>: 2.006